[1]
Here is a molecular structure, C11H4ClIN4OPbSe3Te from OMol25. Energies are from ωB97M-V with the def2-TZVPD basis set.

- charge = -2
- max |F| (eV Å⁻¹) = 0.22
- calculated total energy (hartree) = -9139.10805
- frontier orbital gap (eV) = 5.57
- relative energy (zero: lowest compared OMol25 entry of this formula, charge and spin) (kJ/mol) = 0.0

```
27
Properties=species:S:1:pos:R:3:forces:R:3:lowdin_charge:R:1
Pb 0.25404 0.24978 -0.45519 -0.1 0.1 0.0 0.828
I -5.35192 -0.06591 0.31426 0.0 0.0 -0.1 0.824
Te 2.34114 3.49979 -0.78687 0.1 0.0 0.0 0.057
Se 3.12958 -0.06741 0.25232 0.0 0.0 0.0 -0.246
Se 3.83812 2.12603 0.70476 -0.1 0.0 0.0 -0.352
Se 0.14126 3.11821 0.29970 -0.1 -0.1 0.0 -0.378
Cl -3.76717 0.00655 5.77305 0.0 0.0 0.0 0.613
O -2.14794 0.06890 0.11626 -0.1 0.0 -0.1 -0.285
N 0.15489 -4.78772 0.44074 0.2 0.1 0.0 0.018
N -0.24328 0.12150 2.00816 0.2 0.0 0.0 -0.003
N 2.00622 -6.39086 0.06949 0.0 0.0 0.0 0.027
N 0.28170 -2.36497 0.00975 0.1 0.0 0.1 0.016
C 1.17897 -5.58937 0.22838 -0.1 -0.1 0.0 -0.477
C 0.29097 -3.51256 0.20939 -0.2 0.0 -0.1 -0.397
C -1.53437 0.07668 2.40148 0.0 0.0 -0.1 -0.141
C -3.85452 -0.01264 1.75666 0.0 0.0 0.2 -0.663
C -1.88934 0.07391 3.76530 -0.1 0.0 0.0 -0.178
C -4.21366 -0.02569 3.11100 -0.1 0.0 -0.1 -0.208
C -3.26845 0.01762 4.09250 0.1 0.0 0.0 -0.627
C 0.71934 0.17990 2.89643 -0.1 0.0 0.0 -0.145
C -2.52377 0.04250 1.32157 0.1 0.0 0.0 -0.485
C -0.84028 0.13136 4.70728 0.0 0.0 0.0 -0.035
C 0.45369 0.18759 4.27579 0.0 0.0 0.0 -0.039
H 1.27978 0.23680 4.97197 0.0 0.0 0.0 0.101
H -1.08062 0.13252 5.76231 0.0 0.0 0.0 0.080
H -5.26100 -0.06848 3.37977 0.0 0.0 0.0 0.079
H 1.73023 0.21142 2.50309 0.0 0.0 0.0 0.015
```
Positions in Å, forces in eV/Å.



[2]
Here is a molecular structure, C11H5N2O5Pt in a non-equilibrium geometry from OMol25. Energies are from ωB97M-V with the def2-TZVPD basis set.

- charge = +3
- max |F| (eV Å⁻¹) = 7.98
- 2S+1 = 5
- calculated total energy (hartree) = -1025.68974
- frontier orbital gap (alpha / beta) (eV) = 5.47 / 6.27
- <S²> = 6.050

```
24
Properties=species:S:1:pos:R:3:forces:R:3:lowdin_charge:R:1
Pt -0.89466 -0.21150 -1.44006 -1.6 0.2 -2.8 1.130
O 1.47609 -1.59037 -2.98655 -3.1 1.7 1.8 0.271
O -3.29393 1.12743 0.06812 2.9 -1.9 -2.0 0.272
O -2.68412 -2.22200 -0.33169 1.0 -0.2 -1.2 0.242
O -2.70953 -0.57108 -3.99133 2.5 0.6 3.7 0.297
O 0.22047 2.66944 -2.29139 -1.6 -3.8 0.8 0.271
N 1.09478 3.48008 3.52013 0.0 -0.4 -0.3 0.433
N 0.34645 0.00455 0.30287 0.7 1.8 1.9 -0.085
C 0.64084 -1.05041 -2.41068 6.1 -3.0 -3.4 -0.156
C -1.63059 -2.06510 -0.90031 -0.8 -2.4 3.1 -0.236
C -2.05010 -0.41676 -3.06198 -3.9 -0.6 -5.8 -0.100
C 1.08708 -1.08001 0.65127 0.1 2.1 1.6 0.009
C 1.87560 -1.00434 1.79715 -0.6 1.3 -0.1 0.093
C -2.38710 0.66075 -0.46305 -5.7 3.8 4.2 -0.159
C 1.09118 2.47945 2.88592 0.1 -0.7 -0.2 0.056
C -0.17800 1.63442 -1.98644 2.7 6.2 -1.2 -0.102
C 1.87896 0.17857 2.53768 0.8 -1.7 0.0 0.127
C 0.31939 1.17795 0.99353 0.1 -2.8 -1.5 0.024
C 1.10258 1.27083 2.14258 0.1 1.9 1.4 -0.101
H -0.96841 -2.91226 -1.21057 -0.9 -0.6 -0.4 0.149
H 2.48551 0.24779 3.42420 0.2 0.0 0.3 0.168
H 1.03385 -1.95495 0.03960 0.0 -0.4 -0.3 0.122
H -0.29945 1.99101 0.64742 -0.1 0.1 -0.1 0.137
H 2.44311 -1.84350 2.06360 0.9 -1.0 0.6 0.139
```
Positions in Å, forces in eV/Å.



[3]
Here is a molecular structure, C11H5N4O6Ti from OMol25. Energies are from ωB97M-V with the def2-TZVPD basis set.

- max |F| (eV Å⁻¹) = 0.45
- 2S+1 = 2
- calculated total energy (hartree) = -1942.31066
- frontier orbital gap (alpha / beta) (eV) = 8.36 / 8.59
- <S²> = 0.753
- relative energy (zero: lowest compared OMol25 entry of this formula, charge and spin) (kJ/mol) = 0.0

```
27
Properties=species:S:1:pos:R:3:forces:R:3:lowdin_charge:R:1
Ti -0.04420 1.55039 -0.14749 -0.1 -0.3 0.3 1.216
O -1.19329 -2.96344 3.84445 0.0 0.0 0.0 0.099
O -1.95658 1.59327 0.14657 0.0 -0.1 0.0 -0.136
O 2.99163 -0.45444 1.61128 0.1 0.0 0.0 0.133
O -3.82158 0.62429 0.98041 -0.1 0.0 0.0 0.139
O 0.02561 0.19497 -1.64163 0.1 0.1 0.0 -0.097
O 1.70512 1.08299 0.56674 -0.1 0.0 0.0 -0.130
N -0.41564 0.07700 1.30346 0.0 0.2 -0.2 0.040
N 0.82649 -0.56336 -3.60052 0.0 0.0 0.0 0.216
N 2.05611 2.25443 -5.38611 0.1 -0.1 0.0 0.152
N 0.44926 3.41631 -1.21673 0.0 0.0 -0.1 0.125
C 0.42685 -1.61982 2.68602 0.0 0.1 -0.1 0.096
C 1.59515 2.06980 -4.34611 -0.1 0.1 0.0 -0.216
C -1.97078 -1.25853 2.44779 0.0 0.0 -0.1 0.108
C -2.63249 0.70781 0.87236 0.2 0.1 -0.1 -0.511
C 0.59665 0.44752 -2.76137 0.0 0.1 0.0 -0.456
C -0.89315 -1.96569 2.99387 0.0 0.0 0.2 -0.263
C 0.71445 2.72276 -2.12200 0.0 0.0 -0.2 -0.188
C 0.61299 -0.56910 1.81567 0.2 -0.1 0.1 -0.143
C 1.92910 0.02244 1.32740 -0.2 0.0 -0.1 -0.515
C 0.97666 1.77046 -3.11035 0.1 0.0 0.0 -0.180
C -1.67133 -0.22911 1.58713 -0.1 -0.1 0.1 -0.135
H 0.52989 -1.48668 -3.33903 0.0 0.0 0.0 0.128
H 1.28024 -2.13476 3.10791 0.0 0.0 0.0 0.138
H 1.26454 -0.40740 -4.49258 0.0 0.0 0.0 0.115
H -0.38865 -3.37594 4.17908 0.0 0.0 0.0 0.122
H -2.99305 -1.50618 2.69377 0.0 0.0 0.0 0.143
```
Positions in Å, forces in eV/Å.



[4]
Here is a gas-phase ion, C11H5N6O6 (charge -1) in a non-equilibrium geometry from OMol25. Energies are from ωB97M-V with the def2-TZVPD basis set.

- SMILES string = N#CC1=CC(=[N+]([O-])[O-])[C@@H](n2ccc(=O)[nH]c2=O)c2c1no[n+]2[O-]
- charge = -1
- max |F| (eV Å⁻¹) = 6.35
- calculated total energy (hartree) = -1201.96876
- frontier orbital gap (eV) = 7.12
- relative energy (zero: lowest compared OMol25 entry of this formula, charge and spin) (kJ/mol) = 47.4

```
28
Properties=species:S:1:pos:R:3:forces:R:3:lowdin_charge:R:1
O -2.09513 -3.40679 0.53085 0.9 0.2 0.0 0.026
O -2.22257 1.54228 3.01806 2.5 -0.1 -0.5 -0.010
O -4.57308 1.26240 -2.06924 -0.1 0.0 0.0 0.031
O -0.57516 0.30442 -0.32432 -1.5 -0.7 0.3 0.068
O -0.18189 2.29032 3.53428 -1.9 0.1 -0.5 -0.031
O 0.16779 -3.82985 0.78833 -0.1 -0.1 1.0 -0.015
N -1.00578 -3.03433 0.95090 2.7 3.1 2.2 -0.171
N 4.19872 -1.51646 2.62629 -1.7 0.1 0.1 0.120
N -2.46248 -0.26543 0.92392 3.7 -0.2 -0.2 0.071
N -0.95181 1.49916 2.92422 0.9 0.9 1.5 -0.333
N 1.28576 -3.27798 1.52559 -2.6 0.9 -0.1 0.156
N -2.61791 0.66693 -1.14578 -0.1 0.1 0.1 0.211
C -3.81919 -0.08703 1.10124 0.3 -0.7 0.8 -0.029
C 1.65539 -1.09923 2.56751 -1.5 0.6 0.0 -0.196
C -0.53460 -1.89483 1.65017 -0.4 -3.5 -2.1 -0.061
C -4.62781 0.37332 0.09610 0.9 -1.0 2.8 0.011
C 0.79811 -2.14212 2.06505 1.0 -1.3 -3.1 -0.203
C -1.79899 0.22784 -0.14354 0.7 0.7 -2.4 -0.492
C 1.04855 0.16210 2.70272 0.1 -0.4 0.3 0.069
C -0.24852 0.49552 2.21592 -1.3 -1.8 1.8 -0.135
C -1.18548 -0.64253 1.89554 -5.7 0.8 2.6 -0.099
C 3.04155 -1.35784 2.63045 1.9 0.2 0.4 -0.222
C -3.99032 0.79556 -1.09911 -0.5 0.7 -1.9 -0.489
H -4.15203 -0.40445 2.12632 0.1 0.4 -1.3 0.147
H -1.98091 -0.82022 2.73231 1.8 0.3 -0.1 0.171
H -5.68883 0.40556 0.30869 0.2 0.3 -0.5 0.112
H 1.53993 0.87166 3.37818 -0.1 0.1 -1.0 0.131
H -2.10729 0.96764 -1.95738 -0.3 0.2 -0.3 0.163
```
Positions in Å, forces in eV/Å.